[1]
{"formula": "C35H43FINO17S", "method": "ωB97M-V/def2-TZVPD", "symbols": ["I", "S", "F", "O", "O", "O", "O", "O", "O", "O", "O", "O", "O", "O", "O", "O", "O", "O", "O", "O", "N", "C", "C", "C", "C", "C", "C", "C", "C", "C", "C", "C", "C", "C", "C", "C", "C", "C", "C", "C", "C", "C", "C", "C", "C", "C", "C", "C", "C", "C", "C", "C", "C", "C", "C", "C", "H", "H", "H", "H", "H", "H", "H", "H", "H", "H", "H", "H", "H", "H", "H", "H", "H", "H", "H", "H", "H", "H", "H", "H", "H", "H", "H", "H", "H", "H", "H", "H", "H", "H", "H", "H", "H", "H", "H", "H", "H", "H", "H"], "xyz": [[-1.192355, -4.010321, -1.704247], [4.585339, -3.402762, -0.358828], [4.321034, -6.109771, 0.762763], [0.187571, -1.445278, 0.619954], [1.907626, -2.314568, 1.784752], [-1.664985, 8.808474, -2.473226], [-0.549589, 1.294554, -4.282814], [0.341836, 5.193045, -4.177491], [-2.763352, 9.661974, -4.244430], [-4.702560, -4.061041, -0.748372], [0.447728, -2.269833, 7.847341], [0.558124, -0.930975, 6.038137], [1.869039, -3.001367, -1.791668], [-6.427324, -2.649105, -1.085950], [5.510535, -1.363801, 2.368928], [-0.466670, -6.864063, -0.333241], [5.952776, -0.672899, 0.270508], [2.119440, -7.844576, 0.338655], [2.086731, 4.373416, -2.989631], [-1.421741, -0.446171, -3.148343], [-1.577165, -5.862706, 1.613275], [1.064490, 5.001847, -3.040383], [5.663300, -0.817912, 3.687967], [0.724175, -2.004732, 6.545601], [2.027779, -6.701076, 0.046903], [0.938847, -0.431114, -3.690047], [6.796173, 0.184547, 3.574435], [-3.980695, 9.478214, -2.239052], [3.217233, -5.720191, 0.122646], [-4.059393, 10.237652, -4.476150], [3.150540, -4.505843, -0.432279], [-0.474790, 0.100587, -3.641881], [0.858907, -3.608591, 8.166467], [0.904470, -4.339413, 6.838485], [6.637183, 0.692065, 2.149042], [6.024503, -0.500977, 1.453067], [1.907571, -4.000795, -1.167741], [-1.045272, -6.430786, 0.795296], [-0.891947, -0.535350, 0.891316], [0.900353, -1.656967, 1.750534], [-0.984062, 5.981962, -2.405637], [-4.443835, -5.450776, -1.003964], [-0.759437, 6.078895, -3.897937], [-6.689437, -5.000226, -1.595561], [0.717983, -6.086960, -0.480603], [0.417944, 5.726749, -1.882631], [0.731831, 1.618706, -4.849910], [-4.951269, 9.657152, -3.396034], [-2.669884, 9.251356, -2.956090], [-5.975881, -3.756474, -1.115439], [1.301205, -3.232468, 5.874720], [1.736030, 0.813565, -4.050744], [-5.809440, -6.109658, -1.040302], [0.275034, -0.922730, 2.911236], [0.622783, -4.872230, -1.029601], [-1.122204, -0.631070, 2.387036], [-0.091922, -4.707738, 6.583462], [-0.588468, 0.466936, 0.578339], [0.960105, 6.656554, -1.699028], [0.724261, 1.341877, -5.907918], [1.235811, -0.837684, -2.726564], [2.384727, -3.121118, 5.803594], [-7.700520, -5.047690, -1.197784], [6.753323, 0.969140, 4.329226], [0.144024, -4.054040, 8.856676], [5.891647, -1.619041, 4.389530], [-5.807681, 10.287737, -3.159959], [2.003808, 1.354723, -3.140337], [4.720422, -0.349545, 3.981648], [1.837678, -3.565135, 8.651180], [-1.633554, 5.761763, -4.466001], [-3.915280, -5.536289, -1.956349], [0.408806, 5.105429, -0.989802], [0.839927, -0.008162, 3.099740], [7.593527, 0.954952, 1.703121], [1.585958, -5.189433, 6.838222], [-0.481660, 7.088046, -4.209800], [-5.829418, -7.025544, -1.630456], [-3.813050, -5.855458, -0.213674], [7.755919, -0.327600, 3.676179], [-6.128595, -6.357041, -0.024971], [-3.974158, 11.324854, -4.405900], [-3.899774, 10.380484, -1.630095], [0.867315, -3.380232, 4.888180], [1.003403, -1.197458, -4.465187], [-6.706207, -4.999900, -2.686994], [-5.329221, 8.681898, -3.711747], [0.910264, 2.689099, -4.764967], [-4.400802, 9.975556, -5.476318], [-1.770951, -0.830984, 0.320280], [2.654226, 0.605373, -4.598865], [-4.240837, 8.621892, -1.620637], [0.250597, -1.543908, 3.798715], [-1.574472, 0.264482, 2.811617], [-1.455510, 6.867239, -1.983712], [-1.779514, -1.475935, 2.607035], [5.942605, 1.531971, 2.089852], [-1.620828, 5.120970, -2.181673], [4.391252, -2.610228, 0.733304]], "forces_ev_per_angstrom": [[1.06, -0.27, 0.29], [-0.07, -0.17, -0.37], [-0.94, -0.42, -0.25], [0.26, -0.22, 0.16], [-0.21, -0.17, -0.35], [-0.08, 0.41, -0.47], [-0.13, -0.15, 0.21], [0.30, -0.21, 0.31], [0.10, -0.19, 0.20], [-0.15, 0.09, 0.01], [-0.04, 0.11, -0.22], [-0.16, -0.08, 0.46], [0.24, 1.09, -0.68], [0.33, -0.04, 0.22], [0.14, 0.04, -0.18], [0.29, 0.29, 1.88], [-0.04, -0.35, 0.28], [-0.06, -1.10, 0.50], [-0.34, -0.09, -0.51], [-0.16, 0.38, -0.03], [-1.37, 0.98, 2.50], [0.50, 0.10, 0.31], [-0.07, 0.00, 0.36], [0.30, 0.31, -0.29], [0.21, 1.72, -0.67], [0.33, 0.50, 0.16], [0.21, 0.24, 0.16], [-0.40, -0.17, -0.36], [-0.79, 0.25, -0.34], [-0.27, 0.15, -0.21], [0.26, 1.13, 0.40], [-0.07, -0.54, -0.03], [0.03, -0.28, 0.20], [0.06, -0.32, -0.16], [0.28, -0.20, 0.47], [-0.05, 0.43, -0.49], [-0.52, -2.04, 1.30], [1.54, -1.41, -3.89], [-0.44, 0.18, -0.10], [0.40, 0.16, 0.16], [-0.37, -0.05, 0.47], [0.10, -0.34, 0.05], [-0.31, 0.24, -0.15], [0.15, -0.45, 0.36], [0.28, 0.47, -0.21], [-0.55, -0.10, -0.10], [0.34, 0.32, -0.18], [-0.34, -0.02, 0.14], [0.24, 0.19, 0.44], [-0.32, 0.36, -0.34], [-0.33, -0.40, 0.22], [0.29, -0.13, 0.06], [-0.20, -0.29, -0.05], [-0.55, -0.15, -0.24], [0.50, 0.29, -0.07], [-0.17, 0.11, 0.25], [0.05, 0.00, 0.04], [0.05, -0.05, -0.01], [0.07, -0.07, 0.04], [-0.06, -0.04, 0.03], [-0.20, -0.29, -0.13], [-0.04, 0.08, -0.13], [-0.04, 0.24, -0.23], [-0.07, -0.07, 0.00], [-0.02, 0.24, 0.04], [-0.12, -0.12, -0.18], [0.06, 0.02, -0.07], [0.01, 0.04, -0.09], [0.01, -0.02, -0.05], [-0.02, 0.03, -0.02], [0.20, -0.11, -0.14], [-0.05, -0.01, 0.01], [0.34, 0.07, -0.01], [0.09, -0.11, 0.12], [-0.20, 0.11, -0.24], [-0.02, 0.05, 0.07], [0.02, -0.03, 0.04], [0.08, 0.04, 0.01], [0.07, 0.25, -0.01], [-0.06, 0.01, 0.02], [0.05, 0.00, -0.04], [0.04, -0.03, 0.02], [0.08, -0.09, 0.08], [0.24, 0.20, -0.08], [-0.07, -0.09, 0.11], [-0.09, 0.09, 0.02], [0.01, 0.06, -0.01], [-0.24, -0.02, -0.01], [0.25, -0.01, -0.02], [0.21, -0.08, -0.18], [-0.06, 0.06, -0.03], [0.23, 0.13, 0.19], [0.33, 0.19, 0.04], [0.02, -0.01, -0.08], [0.15, -0.24, -0.14], [0.00, 0.05, -0.05], [0.04, 0.00, -0.13], [0.07, -0.03, -0.07], [-0.63, -0.65, -0.38]], "spin_multiplicity": 1, "max_force_ha_per_bohr": 0.086, "mol_weight_g_mol": 927.69, "homo_energy_ha": -0.329, "total_energy_ev": -94941.6860, "homo_lumo_gap_ev": 7.57, "lumo_energy_ev": -1.387}

***

[2]
{"formula": "H2N6O", "method": "ωB97M-V/def2-TZVPD", "symbols": ["O", "N", "N", "N", "N", "N", "N", "H", "H"], "xyz": [[-2.681391, 0.307926, 0.267993], [0.873948, 0.816749, 0.283575], [0.288992, -1.331234, -0.161105], [-1.635583, -0.038621, -0.177175], [-0.085529, 1.409059, -0.285130], [-1.053058, -1.066852, 0.075277], [1.159595, -0.400014, 0.283118], [0.604822, -2.294259, -0.055158], [-0.425623, 2.279161, 0.028441]], "forces_ev_per_angstrom": [[-1.24, 0.64, 0.13], [0.45, 0.70, 1.98], [-2.09, 3.04, -0.67], [1.29, 2.47, -0.63], [-1.13, -3.47, -3.03], [1.44, -4.78, 0.80], [1.83, -0.22, -0.30], [-0.65, 0.45, 0.33], [0.10, 1.18, 1.40]], "spin_multiplicity": 1, "max_force_ha_per_bohr": 0.098, "de_lowest_kj_mol": 299.2, "mol_weight_g_mol": 102.06, "homo_energy_ha": [-0.340, -0.331], "total_energy_ev": -11012.2627, "homo_lumo_gap_ev": [8.05, 7.80], "lumo_energy_ev": [-1.203, -1.210]}

***

[3]
{"formula": "C22H29N5O2", "method": "ωB97M-V/def2-TZVPD", "symbols": ["O", "O", "N", "N", "N", "N", "N", "C", "C", "C", "C", "C", "C", "C", "C", "C", "C", "C", "C", "C", "C", "C", "C", "C", "C", "C", "C", "C", "C", "H", "H", "H", "H", "H", "H", "H", "H", "H", "H", "H", "H", "H", "H", "H", "H", "H", "H", "H", "H", "H", "H", "H", "H", "H", "H", "H", "H", "H"], "xyz": [[-0.690619, -0.188673, -1.490666], [-2.189550, -1.394411, 1.878698], [0.280861, 1.181308, 0.019615], [-3.446985, -2.084229, 0.140208], [-1.399157, 2.929180, -0.327460], [-1.491968, 4.132490, -0.883513], [-3.893240, -0.049369, 1.172924], [-2.584834, 2.361131, 0.279478], [-0.154826, 2.411369, -0.497787], [6.059255, 1.175551, 0.607832], [-3.254574, 1.385753, -0.700189], [0.648060, -1.205331, 0.220926], [-0.312602, 4.406664, -1.403127], [0.581401, 3.354571, -1.187569], [2.107424, -1.013334, 0.628764], [6.608834, -1.150367, 0.470063], [4.400976, -0.405061, -0.139955], [-2.263185, 1.716237, 1.631422], [-2.062308, -3.265638, -1.475305], [-2.673280, -3.280728, -0.106086], [-3.096512, -1.182730, 1.088867], [0.027243, -0.041507, -0.523028], [4.780124, 0.896997, 0.160654], [6.977209, 0.151331, 0.764121], [-3.460403, 0.925157, 2.158747], [2.998329, -0.706790, -0.582916], [-4.387948, 0.621706, -0.013484], [-2.047205, -4.304921, -2.288270], [5.328981, -1.425358, 0.022756], [0.952770, 1.231146, 0.771926], [-1.588065, -4.259907, -3.260730], [-4.190016, -1.887075, -0.506428], [2.590424, 0.148100, -1.127041], [-3.639023, 1.946783, -1.553332], [0.024412, -1.382915, 1.104002], [4.068740, 1.702122, 0.035622], [0.558708, -2.079421, -0.426993], [-4.840902, -0.084181, -0.710190], [5.046319, -2.442670, -0.208331], [-2.514631, 0.674745, -1.071570], [-3.304859, -4.166839, 0.025828], [7.976652, 0.367299, 1.111575], [-2.483907, -5.251202, -2.009960], [-5.171765, 1.314432, 0.309415], [-0.143910, 5.337389, -1.906441], [7.321495, -1.953576, 0.588300], [2.211673, -0.213651, 1.367769], [-1.441987, 1.009747, 1.526169], [6.340906, 2.193926, 0.833300], [-1.623432, -2.320658, -1.767270], [-1.970515, 2.486176, 2.347309], [2.991833, -1.566543, -1.255411], [1.605845, 3.282528, -1.490213], [-3.255198, 3.215038, 0.436448], [-3.176283, 0.388643, 3.064736], [2.459791, -1.928441, 1.109119], [-1.889084, -3.294422, 0.658554], [-4.305505, 1.582431, 2.378140]], "forces_ev_per_angstrom": [[0.00, -0.01, -0.25], [0.34, -0.01, 0.29], [0.31, 0.30, 0.25], [-0.16, -0.13, -0.41], [0.46, 0.05, 0.01], [-0.60, 0.50, -0.12], [-0.08, -0.01, 0.21], [-0.41, -0.39, 0.15], [0.26, 0.23, -0.29], [0.04, 0.09, 0.05], [-0.17, 0.00, 0.15], [0.06, -0.10, 0.13], [0.15, -0.22, 0.09], [-0.15, -0.24, 0.13], [-0.13, 0.01, -0.36], [0.08, -0.06, 0.04], [-0.02, 0.00, -0.16], [-0.21, -0.03, 0.01], [-0.08, 0.08, 0.13], [0.19, -0.11, 0.10], [-0.49, 0.04, 0.06], [0.08, -0.37, 0.12], [-0.01, -0.03, -0.02], [0.10, 0.02, 0.04], [0.36, 0.00, 0.23], [0.03, -0.03, 0.33], [0.10, 0.10, -0.38], [0.01, -0.13, -0.10], [-0.03, 0.02, -0.01], [-0.13, -0.06, -0.07], [0.12, 0.06, -0.18], [0.00, 0.08, 0.12], [0.01, -0.02, -0.07], [0.03, 0.03, -0.05], [-0.03, -0.02, -0.08], [-0.09, 0.09, -0.03], [-0.07, 0.07, -0.01], [-0.08, 0.09, 0.04], [-0.03, -0.12, -0.04], [-0.10, 0.09, 0.00], [0.14, 0.04, 0.03], [0.08, 0.02, 0.02], [-0.14, -0.17, 0.09], [-0.04, -0.12, -0.06], [-0.01, 0.21, -0.09], [0.06, -0.06, 0.01], [0.05, -0.03, 0.07], [-0.08, 0.10, 0.10], [0.02, 0.08, 0.01], [0.11, 0.11, -0.07], [0.07, 0.04, 0.00], [-0.04, 0.02, -0.06], [0.22, -0.09, -0.04], [0.16, -0.11, -0.02], [-0.08, 0.16, -0.05], [0.01, 0.07, 0.08], [-0.16, -0.06, -0.09], [-0.02, -0.04, 0.01]], "spin_multiplicity": 1, "max_force_ha_per_bohr": 0.015, "de_lowest_kj_mol": 138.6, "mol_weight_g_mol": 395.51, "homo_energy_ha": -0.333, "total_energy_ev": -34831.0175, "homo_lumo_gap_ev": 9.81, "lumo_energy_ev": 0.737}

***

- Number 2 is which compound?
  H2N6O